[1]
ORCA calculation (wB97M-V/def2-TZVPD) on C33H24BrN6O2STc as an isolated structure.

## Properties
Strongest force on any atom in eV Å⁻¹: 1.8
Total charge: +1
2S+1: 4
Energy relative to the best compared isomer or geometry (same formula, charge and spin) in eV: 0.1881
E in eV: -130718.995
HOMO (spin up / spin down) in eV: -10.5 / -10.9
<S²>: 3.857

Each line ends with the Löwdin charge.
Geometry (Å):
Tc -0.184 0.011 0.272  1.474
Br -0.862 -5.240 6.633  0.773
S -2.100 -1.297 -0.192  0.766
O 0.443 -1.242 1.736  -0.231
O -0.700 -3.189 1.580  0.040
N 1.543 1.520 2.074  0.139
N 1.138 -0.553 -1.143  -0.070
N 1.533 0.864 0.975  -0.145
N -0.819 1.186 1.953  -0.023
N 0.872 -1.619 5.779  0.080
N -1.051 1.318 -1.207  0.003
C 0.260 -2.305 -2.602  -0.033
C -0.655 2.571 -1.460  -0.277
C 0.257 1.718 2.589  -0.328
C -2.038 0.766 -2.008  -0.228
C 2.684 0.513 0.335  -0.212
C 5.040 0.449 -0.006  -0.059
C 0.136 -2.532 3.688  -0.114
C -2.568 -0.496 -1.671  -0.583
C 0.797 -1.035 -2.453  -0.310
C -2.555 1.445 -3.128  -0.150
C 3.557 -0.630 -1.622  0.004
C -1.204 3.319 -2.516  -0.001
C 0.385 -2.699 6.389  -0.173
C 0.113 2.463 3.747  0.021
C -0.065 -2.380 2.211  -0.555
C -3.497 -1.082 -2.499  -0.078
C -1.158 2.674 4.254  -0.017
C 0.751 -1.549 4.452  -0.084
C -2.118 2.761 -3.357  0.032
C 4.812 -0.294 -1.197  -0.034
C 0.032 -1.924 -4.970  -0.074
C -0.362 -3.655 4.327  -0.043
C -2.254 2.140 3.594  -0.025
C 2.436 -0.239 -0.852  -0.202
C -0.117 -2.748 -3.863  -0.061
C -3.956 -0.437 -3.661  -0.046
C 0.414 3.214 -0.632  -0.008
C 0.953 -0.206 -3.559  -0.043
C 3.990 0.848 0.759  0.001
C -3.508 0.816 -3.961  -0.012
C 0.571 -0.651 -4.816  -0.068
C -0.223 -3.737 5.695  -0.667
C -2.043 1.398 2.447  -0.089
H 0.141 -2.935 -1.726  0.116
H 0.479 -2.741 7.469  0.107
H -3.882 -2.060 -2.231  0.116
H -2.860 0.937 1.909  0.109
H -0.528 -3.744 -3.978  0.113
H 1.006 2.852 4.219  0.129
H -4.681 -0.927 -4.299  0.118
H -0.842 -4.437 3.754  0.124
H -2.524 3.322 -4.192  0.134
H 3.410 -1.214 -2.519  0.122
H 1.181 -0.677 3.973  0.102
H 0.701 4.168 -1.068  0.092
H 0.694 -0.005 -5.677  0.109
H 1.303 2.593 -0.577  0.066
H -3.261 2.275 3.964  0.120
H 1.373 0.787 -3.425  0.121
H -0.859 4.334 -2.663  0.122
H 4.125 1.409 1.675  0.118
H -3.874 1.351 -4.830  0.124
H -1.295 3.250 5.160  0.124
H 0.057 3.405 0.385  0.086
H 5.666 -0.618 -1.781  0.118
H -0.266 -2.272 -5.951  0.108
H 6.052 0.690 0.295  0.114

***

[2]
ORCA calculation (wB97M-V/def2-TZVPD) on C33H25B3I2O8 as an isolated structure.

## Properties
Strongest force on any atom in eV Å⁻¹: 1.5
Total charge: 0
Energy relative to the best compared isomer or geometry (same formula, charge and spin) in eV: 0.0000
E in eV: -69245.372
HOMO in eV: -9.4

Each line ends with the Löwdin charge.
Geometry (Å):
I -3.732 2.346 2.694  1.034
I -4.311 -0.862 -1.595  0.958
O -6.537 1.537 2.641  0.044
O -3.698 -0.898 1.657  0.208
O -2.133 5.286 -2.795  0.108
O 6.793 -3.293 1.849  0.107
O -3.258 -1.913 3.726  0.266
O 2.541 2.668 -2.583  0.096
O -3.215 -3.198 1.702  0.257
O 2.164 -0.618 1.423  0.100
C -6.229 -4.062 -1.448  -0.101
C 1.473 3.243 -2.652  -0.272
C 1.271 4.382 -3.593  -0.082
C 6.672 -1.203 -0.017  -0.002
C 2.259 -2.756 3.225  -0.004
C 4.643 -4.177 3.403  -0.002
C 4.250 0.133 -0.277  0.007
C 0.468 1.737 -0.955  0.009
C 4.546 -3.093 2.540  -0.081
C 0.914 6.454 -5.405  -0.058
C -5.236 -0.222 3.611  -0.050
C 2.319 4.771 -4.418  -0.004
C -4.881 -3.749 -0.762  -0.310
C 3.203 -1.240 1.499  -0.270
C -0.891 3.520 -1.842  -0.081
C -0.580 1.343 -0.144  -0.038
C 4.376 -0.893 0.649  -0.078
C -1.939 3.126 -1.018  0.002
C 2.363 -3.834 4.087  -0.058
C -1.088 4.672 -2.766  -0.277
C -4.851 -2.352 -0.137  -0.580
C 0.322 2.828 -1.803  -0.078
C 5.589 -1.573 0.773  -0.084
C 3.346 -2.386 2.443  -0.081
C -5.484 1.128 2.985  -0.797
C 0.046 5.046 -3.663  -0.081
C 2.141 5.804 -5.321  -0.059
C 6.538 -0.177 -0.939  -0.052
C 3.553 -4.548 4.171  -0.057
C 5.740 -2.703 1.731  -0.277
C 5.323 0.485 -1.076  -0.044
C -0.130 6.079 -4.576  -0.003
C -1.783 2.041 -0.171  -0.127
B -3.879 -2.152 1.072  -0.679
B -4.012 -1.001 3.002  -0.631
B -3.173 -3.140 3.087  -0.285
H -4.641 -4.495 -0.006  0.108
H 2.957 6.104 -5.966  0.106
H 5.208 1.279 -1.802  0.108
H -2.871 3.674 -1.049  0.122
H 1.404 1.200 -0.936  0.093
H -6.076 -4.455 -2.450  0.070
H 3.267 4.255 -4.346  0.118
H 3.630 -5.395 4.840  0.107
H 7.610 -1.729 0.095  0.120
H 1.338 -2.195 3.147  0.117
H -0.458 0.491 0.513  0.109
H -2.599 1.736 0.475  -0.041
H -5.194 -0.142 4.698  0.132
H -1.087 6.580 -4.627  0.120
H -3.114 -4.147 3.712  0.118
H 3.307 0.650 -0.374  0.094
H -4.125 -3.769 -1.545  0.084
H 7.380 0.104 -1.557  0.107
H 1.514 -4.123 4.693  0.106
H -6.794 -3.135 -1.567  0.062
H 0.773 7.254 -6.119  0.107
H -5.848 -2.048 0.194  0.089
H 5.575 -4.721 3.463  0.120
H -6.834 -4.754 -0.867  0.071
H -6.135 -0.804 3.368  0.138

***

[3]
ORCA calculation (wB97M-V/def2-TZVPD) on C33H25BCo2F6O8S as an isolated structure.

## Properties
Strongest force on any atom in eV Å⁻¹: 6.5
Total charge: 0
Energy relative to the best compared isomer or geometry (same formula, charge and spin) in eV: 2.3307
E in eV: -154072.305
HOMO in eV: -6.4

Each line ends with the Löwdin charge.
Geometry (Å):
Co 2.337 2.811 3.082  0.209
Co 0.978 3.972 4.824  0.121
S -1.161 -0.992 -6.346  1.065
F -4.672 -3.341 0.227  0.104
F -1.173 -7.337 -2.817  0.109
F -5.009 -5.416 -0.422  0.109
F 0.115 -6.021 -4.022  0.110
F -5.869 -3.750 -1.576  0.110
F 0.384 -6.127 -1.839  0.103
O 2.344 4.701 0.864  0.197
O 4.978 1.768 2.513  0.203
O 0.430 0.676 2.656  0.188
O 0.975 6.420 3.249  0.205
O -0.309 5.079 7.212  0.206
O -0.129 -1.158 -3.538  -0.033
O -2.185 -0.176 -2.550  0.001
O -1.508 2.848 3.766  0.204
C 3.930 2.206 2.743  -0.049
C -3.605 -0.295 -6.655  -0.144
C -0.479 3.190 4.156  -0.099
C -3.379 -0.212 -5.241  -0.122
C 2.653 4.191 5.219  -0.367
C -3.208 -2.812 -2.291  0.042
C 2.920 1.685 5.810  -0.211
C 3.318 -0.712 5.979  -0.057
C 3.828 1.886 6.879  -0.016
C 4.500 0.797 7.446  -0.065
C 1.146 1.573 2.831  -0.134
C -2.036 -2.619 -3.002  -0.016
C -2.494 -0.984 -8.855  -0.122
C 0.668 -0.674 -2.488  -0.141
C -2.526 -0.752 -7.392  -0.601
C -2.665 -5.146 -1.869  0.038
C -1.470 0.348 -1.464  -0.143
C 0.042 0.570 -1.787  -0.506
C 2.279 4.022 1.800  -0.084
C 4.254 -0.510 7.001  -0.062
C -1.224 -3.726 -3.220  0.048
C 3.686 4.959 5.525  0.090
C 2.342 2.809 5.063  -0.246
C -1.529 -4.966 -2.653  -0.108
C 2.611 0.362 5.451  -0.035
C -4.760 -4.155 -0.878  -0.514
C 0.241 4.607 6.320  -0.031
C -0.563 -6.114 -2.838  -0.513
C 0.210 1.803 -2.656  -0.029
C -2.098 -0.576 -4.897  -0.310
C 1.017 5.421 3.818  -0.110
C 0.737 0.733 -0.461  -0.088
C -3.509 -4.052 -1.718  -0.109
B -1.554 -1.092 -3.440  -0.948
H 0.322 1.586 0.090  0.071
H -0.302 1.661 -3.616  0.100
H 1.818 0.875 -0.592  0.091
H -3.924 -2.004 -2.181  0.132
H 1.654 -0.405 -2.903  0.132
H 1.812 0.198 4.729  0.095
H 0.575 -0.173 0.138  0.079
H 3.132 -1.712 5.585  0.115
H -1.929 1.313 -1.190  0.130
H -2.348 -2.038 -9.103  0.075
H 0.826 -1.494 -1.760  0.133
H 4.773 -1.359 7.454  0.113
H -0.220 2.671 -2.143  0.083
H -4.161 0.011 -4.515  0.111
H -1.592 -0.343 -0.607  0.133
H -1.680 -0.416 -9.307  0.070
H 3.525 6.037 5.568  0.082
H -3.431 -0.660 -9.315  0.075
H -4.566 -0.081 -7.104  0.097
H 5.226 0.972 8.242  0.110
H -0.347 -3.656 -3.852  0.129
H 1.275 1.986 -2.837  0.085
H 4.006 2.895 7.265  0.107
H -2.884 -6.101 -1.398  0.128
H 4.631 4.517 5.833  0.079

***

[4]
ORCA calculation (wB97M-V/def2-TZVPD) on C33H25BrN8O2Ru as an isolated structure.

## Properties
Strongest force on any atom in eV Å⁻¹: 1.4
Total charge: +1
2S+1: 2
Energy relative to the best compared isomer or geometry (same formula, charge and spin) in eV: 1.5745
E in eV: -123262.036
HOMO (spin up / spin down) in eV: -8.6 / -9.3
<S²>: 0.851

Each line ends with the Löwdin charge.
Geometry (Å):
Ru 0.537 0.056 0.604  1.077
Br -0.203 -6.468 -4.158  0.791
O -0.252 -2.234 -0.613  0.000
O 1.557 -2.565 0.628  0.064
N 1.853 -6.548 -0.605  0.097
N 1.349 0.338 2.660  -0.054
N -3.433 0.569 2.381  0.130
N 2.278 0.133 -0.603  -0.025
N -1.384 0.597 1.250  -0.013
N 0.249 1.632 -0.342  -0.230
N 1.692 0.926 4.741  0.068
N -0.880 2.452 -0.107  0.115
C 2.567 -0.160 3.071  -0.124
C 1.102 2.081 -1.244  -0.090
C 1.670 -5.324 -0.130  -0.056
C -1.558 -2.735 -0.473  -0.210
C -1.740 -3.937 3.074  -0.064
C 1.298 -6.849 -1.773  -0.155
C -3.377 -3.665 0.819  -0.156
C -1.207 -3.433 1.922  -0.031
C -2.256 0.031 2.028  -0.126
C -4.431 4.407 1.130  -0.057
C 2.793 0.196 4.362  -0.074
C 3.366 -0.657 -0.707  -0.135
C -3.097 -4.322 3.136  -0.067
C 2.241 1.241 -1.413  -0.265
C 0.792 -3.020 -0.186  -0.433
C -3.730 -2.978 -1.468  -0.049
C -3.248 3.831 0.724  -0.004
C -3.801 1.850 1.966  -0.179
C -1.683 1.877 0.719  -0.271
C 0.340 -4.673 -2.020  -0.031
C 3.261 1.529 -2.332  -0.021
C 4.341 0.690 -2.428  -0.061
C -5.000 2.425 2.382  -0.011
C -2.921 2.536 1.135  -0.091
C 0.852 0.985 3.688  -0.182
C -2.381 -2.582 -1.548  0.002
C -2.013 -3.279 0.759  -0.094
C -5.308 3.700 1.958  -0.057
C 0.539 -5.947 -2.512  -0.659
C -3.889 -4.189 2.034  -0.025
C -4.215 -3.513 -0.312  -0.025
C 4.393 -0.427 -1.590  -0.059
C 0.921 -4.359 -0.797  -0.100
H 5.137 0.894 -3.130  0.112
H -3.500 -4.729 4.053  0.109
H -0.174 -3.122 1.916  0.097
H -0.083 1.518 3.708  0.124
H -2.558 4.357 0.080  0.117
H 0.941 3.009 -1.769  0.120
H 2.127 -5.092 0.824  0.130
H -2.038 -0.947 2.433  0.126
H -4.372 -2.852 -2.329  0.114
H 3.178 2.414 -2.948  0.117
H 3.615 0.012 5.029  0.118
H -1.113 -4.040 3.951  0.111
H -4.685 5.407 0.808  0.112
H -4.929 -4.491 2.064  0.118
H 1.544 1.364 5.634  0.159
H -1.989 -2.132 -2.451  0.130
H 3.191 -0.734 2.408  0.098
H -5.248 -3.825 -0.237  0.118
H -0.237 -3.949 -2.575  0.112
H 5.231 -1.109 -1.613  0.107
H 3.402 -1.505 -0.041  0.090
H -6.237 4.156 2.273  0.114
H -5.673 1.874 3.027  0.118
H 1.461 -7.853 -2.149  0.112
H -4.057 0.028 2.957  0.160

***

[5]
ORCA calculation (wB97M-V/def2-TZVPD) on C33H25MoN8O2S3Se as an isolated structure.

## Properties
Strongest force on any atom in eV Å⁻¹: 1.0
Total charge: +1
E in eV: -150345.050
HOMO (spin up / spin down) in eV: -10.8 / -10.8

Each line ends with the Löwdin charge.
Geometry (Å):
Mo -1.673 -1.063 -2.401  0.849
Se -2.486 -1.522 -4.416  0.172
S 0.154 -0.757 1.253  1.034
S -3.890 -1.698 -1.054  0.995
S -0.771 -5.216 -0.534  1.074
O -1.088 -2.308 -1.055  -0.443
O 2.147 2.384 1.061  0.088
N 2.337 -2.299 -2.911  0.157
N 3.217 2.120 2.958  0.136
N 2.601 -0.981 -2.753  -0.090
N -1.875 3.230 -1.877  -0.092
N -1.968 1.079 -2.155  -0.076
N 2.201 3.058 3.149  0.141
N -3.175 2.908 -1.705  0.157
N 0.438 -1.122 -2.835  -0.090
C -5.019 -0.704 -0.210  -0.377
C -3.197 1.619 -1.884  -0.180
C -1.647 5.568 0.733  -0.014
C 5.709 -0.810 0.798  -0.040
C 0.998 -1.101 2.705  -0.388
C 3.149 1.760 1.725  -0.312
C -2.922 -1.891 0.372  -0.446
C 1.468 -0.295 -2.701  -0.114
C -1.894 -4.148 0.206  -0.492
C -3.423 -1.178 1.407  -0.074
C -1.234 5.628 2.061  -0.041
C 5.386 -1.026 -0.538  -0.013
C -1.631 -2.662 0.214  -0.576
C 0.084 3.983 0.283  0.021
C -1.425 4.599 -1.600  -0.049
C -0.177 4.853 2.508  0.004
C -1.168 2.145 -2.151  -0.106
C -0.646 -2.285 1.291  -0.471
C 4.994 0.101 1.556  0.002
C 3.647 0.605 -0.376  0.019
C 1.607 3.182 2.017  -0.291
C 0.486 4.024 1.608  -0.125
C -0.988 4.737 -0.161  -0.196
C 3.953 0.809 0.962  -0.135
C 4.349 -0.319 -1.131  -0.190
C -0.251 -3.017 2.367  -0.093
C -2.930 -4.827 0.770  -0.107
C -1.697 -6.582 -0.086  -0.396
C 0.692 -2.332 3.185  -0.153
C 1.038 -2.349 -2.955  -0.177
C 3.987 -0.534 -2.581  -0.051
C -4.653 -0.520 1.080  -0.129
C -2.817 -6.235 0.603  -0.165
H -0.618 4.831 -2.295  0.139
H -0.630 -4.008 2.573  0.124
H 4.594 -1.322 -3.020  0.130
H 0.482 -3.265 -3.068  0.117
H 5.943 -1.755 -1.115  0.121
H 1.675 -0.375 3.126  0.062
H -2.954 -1.144 2.380  0.129
H -0.108 2.152 -2.330  0.121
H 2.842 1.176 -0.818  0.106
H 0.624 3.346 -0.405  0.110
H 4.124 0.371 -3.172  0.139
H -3.744 -4.342 1.292  0.121
H 1.118 -2.743 4.089  0.110
H -1.373 -7.570 -0.368  0.071
H -5.907 -0.346 -0.708  0.084
H 0.143 4.885 3.541  0.125
H -2.272 5.239 -1.828  0.132
H 5.227 0.269 2.599  0.125
H -4.092 1.031 -1.833  0.087
H -5.231 0.060 1.785  0.117
H -2.490 6.162 0.402  0.120
H -1.751 6.279 2.753  0.115
H 6.519 -1.366 1.250  0.115
H 1.424 0.774 -2.602  0.118
H -3.539 -6.949 0.969  0.107

***

[6]
ORCA calculation (wB97M-V/def2-TZVPD) on C33H26BrFIN6O5SSn as an isolated structure.

## Properties
Strongest force on any atom in eV Å⁻¹: 1.3
Total charge: +1
E in eV: -151345.599
HOMO in eV: -10.7

Each line ends with the Löwdin charge.
Geometry (Å):
I 4.556 -8.841 1.244  0.901
Sn -0.209 -0.014 1.540  1.353
Br -1.664 -1.197 4.509  0.309
S 0.516 -1.665 4.552  0.450
F -1.652 -1.416 -4.906  0.091
O 1.065 3.856 0.954  0.091
O 1.043 1.667 1.374  -0.228
O -0.816 -4.359 1.604  0.078
O -0.838 0.558 -0.437  -0.227
O 0.784 -2.869 1.093  0.021
N 2.376 -0.535 5.941  0.079
N 1.116 1.096 4.963  0.044
N 0.064 1.251 4.053  -0.114
N -1.840 -2.608 0.465  0.130
N -1.726 1.792 1.947  0.012
N 1.003 3.052 -3.118  0.049
C -0.192 2.453 3.742  -0.103
C -0.956 -0.091 -3.110  0.084
C -2.962 -3.710 2.276  -0.011
C 1.378 -5.170 1.279  -0.124
C 1.333 -0.156 5.175  -0.738
C -1.330 2.716 2.840  -0.245
C -3.478 3.242 1.213  -0.031
C 3.627 -5.974 0.979  -0.136
C 0.302 1.944 -3.590  -0.054
C 0.915 2.705 0.593  -0.574
C -0.483 0.558 -5.383  0.070
C 3.190 -7.265 1.252  -0.728
C -3.060 4.213 2.110  -0.027
C 1.135 3.229 -1.805  0.054
C -2.937 -1.862 0.290  -0.158
C -0.182 1.306 -1.247  -0.266
C -4.081 -2.926 2.086  -0.061
C -2.776 2.057 1.160  -0.105
C -4.072 -1.977 1.066  -0.057
C 1.942 3.384 -5.367  -0.141
C -0.280 1.056 -2.667  -0.038
C 1.854 -7.514 1.533  -0.136
C 0.613 2.391 -0.849  -0.019
C 2.685 4.873 -3.499  -0.041
C 0.459 -4.004 1.287  -0.414
C -1.876 -3.497 1.429  -0.323
C 2.720 -4.932 0.995  -0.006
C 0.177 1.692 -4.973  -0.126
C -1.975 3.948 2.920  0.008
C 0.763 2.645 -5.973  -0.122
C 0.948 -6.467 1.545  -0.004
C 1.528 4.072 -4.074  -0.288
C -1.035 -0.320 -4.451  -0.250
H 3.080 5.506 -4.293  0.093
H 1.686 4.095 -1.469  0.136
H -0.002 3.368 -6.273  0.135
H -3.575 5.163 2.175  0.120
H -4.932 -1.350 0.874  0.108
H 0.388 3.308 4.084  0.143
H 2.958 0.201 6.308  0.115
H 2.392 5.534 -2.685  0.084
H 1.054 2.106 -6.875  0.127
H 4.669 -5.789 0.754  0.097
H -0.578 0.327 -6.437  0.140
H -2.903 -4.470 3.042  0.127
H -4.320 3.399 0.552  0.115
H -3.043 1.288 0.445  0.107
H 3.040 -3.919 0.786  0.123
H 1.520 -8.522 1.739  0.098
H -0.093 -6.660 1.761  0.122
H 3.490 4.219 -3.158  0.103
H -4.950 -3.051 2.718  0.117
H 2.309 4.143 -6.057  0.127
H -1.381 -0.779 -2.394  0.125
H 2.770 2.700 -5.162  0.139
H 0.694 4.746 -4.287  0.163
H 2.566 -1.489 6.182  0.084
H -2.894 -1.141 -0.522  0.096
H -1.616 4.680 3.632  0.126